Below is a structure of composition C30H44Cl2N3O6Si3Y, with properties calculated with ωB97M-V/def2-TZVPD.

Structure (XYZ):
```
89
Properties=species:S:1:pos:R:3:forces:R:3
Y 0.37418 0.32019 0.44077 0.998 -2.466 0.348
O -2.61548 0.36916 -0.61499 0.402 0.005 -0.131
C -3.71789 -0.09725 0.12613 -0.196 0.086 0.376
C -3.55843 0.13422 1.63518 0.052 0.116 -0.429
N -2.34007 -0.46035 2.14450 -0.084 0.022 0.304
C -2.38421 -1.91157 2.04936 0.268 0.068 -0.503
C -1.80372 -2.41256 0.69140 -0.820 -0.480 0.729
O -2.17104 -3.50951 0.27964 0.117 -0.036 0.065
O -0.98969 -1.62968 0.11188 0.933 0.884 -0.202
C -1.98405 -0.02083 3.48542 0.400 -0.075 0.232
C -0.46485 -0.30912 3.76913 -1.265 0.111 0.310
O -0.18730 -0.95845 4.77506 0.160 -0.189 0.254
O 0.33301 0.19199 2.93612 0.468 0.482 -1.544
H -2.03401 -0.40308 -0.77560 -0.238 0.183 -0.037
H -4.60288 0.46075 -0.21037 0.070 -0.135 0.030
H -3.89128 -1.15989 -0.07489 -0.057 0.020 -0.046
H -3.50871 1.20900 1.80720 -0.034 0.017 0.062
H -4.46456 -0.26951 2.13407 0.101 0.072 0.016
H -1.77625 -2.34058 2.85115 -0.007 0.002 -0.057
H -3.40934 -2.30832 2.17041 0.251 0.055 -0.073
H -2.12297 1.06347 3.56214 0.006 -0.143 -0.089
H -2.59518 -0.50577 4.27034 0.132 0.059 -0.171
Cl 5.82483 0.81472 -0.09088 0.078 0.159 -0.133
C 5.07591 -0.40053 0.89551 -0.630 0.232 -0.165
C 5.89146 -1.27157 1.60082 -0.195 -0.461 0.413
C 5.33626 -2.21557 2.43106 0.414 0.320 -0.219
Cl 6.39207 -3.26361 3.33956 0.194 -0.164 0.161
C 3.94328 -2.36739 2.53696 -0.316 0.203 -0.214
C 3.29189 -3.29620 3.37350 -0.163 -0.049 -0.064
C 1.93561 -3.44169 3.27974 0.275 -0.052 0.041
C 1.23189 -2.66677 2.35090 0.020 0.136 -0.237
N 1.79320 -1.72087 1.63572 -0.421 0.026 0.030
C 3.11964 -1.53320 1.73275 0.558 0.026 0.112
C 3.66665 -0.43666 0.94801 0.574 -0.378 0.226
O 2.91394 0.38495 0.34775 -1.491 0.346 -0.210
H 6.96232 -1.19521 1.49212 0.087 0.007 0.066
H 3.87478 -3.88442 4.06934 -0.008 -0.038 -0.027
H 1.40332 -4.14382 3.90256 -0.057 -0.045 0.025
H 0.18294 -2.84481 2.17621 -0.110 0.052 0.092
C -2.15035 -1.29858 -5.62163 0.198 0.105 0.624
Si -2.11059 -0.90722 -3.72241 -0.400 -0.223 -0.538
C -3.43285 0.48575 -3.57742 0.542 -0.139 0.021
C -2.87684 -2.46574 -2.90757 0.418 0.423 -0.180
C -0.43366 -0.49583 -3.02875 -0.332 -0.715 0.429
C -0.00784 0.83053 -2.88797 0.149 -0.292 -0.078
C -0.43451 1.90483 -3.72641 -0.124 0.270 0.031
C 0.32146 3.03142 -3.84016 0.045 -0.046 0.043
C 1.49740 3.14998 -3.07857 0.149 -0.090 0.007
C 1.72488 2.18651 -2.12298 0.570 0.556 -0.184
N 0.97742 1.09440 -1.96144 -0.606 -0.108 0.708
Si 0.94002 -1.76717 -2.81895 0.651 -0.449 -0.764
C 2.68804 -0.97967 -3.00154 -0.606 -0.110 0.132
C 1.16373 -3.00084 -1.36880 -0.324 0.547 -0.376
C 0.84028 -2.93382 -4.35548 -0.097 0.376 0.506
H -3.16797 -1.40994 -5.99139 -0.252 0.004 0.061
H -1.62006 -2.21996 -5.83682 0.162 -0.235 -0.039
H -1.67337 -0.50978 -6.19711 0.116 0.224 -0.087
H -4.41012 0.07740 -3.33619 -0.157 -0.243 0.047
H -3.54072 1.05271 -4.49797 0.045 0.067 -0.275
H -3.17039 1.17734 -2.78763 0.038 0.180 0.204
H -3.01457 -3.26459 -3.63382 -0.010 -0.091 -0.171
H -3.84921 -2.25639 -2.46538 -0.122 0.099 0.055
H -2.24241 -2.85067 -2.11600 0.106 -0.118 0.227
H -1.31746 1.77300 -4.32697 -0.134 -0.053 -0.171
H 0.03344 3.82469 -4.52361 -0.021 -0.064 -0.010
H 2.16139 3.99407 -3.20143 0.003 0.013 0.160
H 2.56877 2.28183 -1.44631 -0.039 -0.031 0.136
H 3.01269 -0.54136 -2.06430 0.098 0.091 0.187
H 2.68579 -0.18614 -3.74216 -0.028 0.197 -0.196
H 3.43326 -1.71289 -3.30263 -0.009 -0.315 -0.069
H 1.49997 -2.47117 -0.48051 -0.008 -0.092 0.043
H 1.91649 -3.74998 -1.61655 0.172 0.053 -0.216
H 0.24041 -3.51505 -1.12037 -0.180 -0.040 0.099
H 0.85723 -2.36876 -5.28107 -0.036 0.213 -0.213
H -0.07102 -3.51948 -4.33823 -0.346 -0.218 -0.033
H 1.67463 -3.62878 -4.37745 0.228 -0.143 0.125
C 0.98496 3.59088 2.40476 -0.315 -0.311 -0.336
Si -0.19284 2.95092 0.98817 -0.473 2.510 0.565
C -0.01106 4.37486 -0.33308 0.026 -0.435 0.282
C -1.95446 3.47700 1.65671 0.416 -0.327 -0.077
H 0.75041 4.58992 2.77300 -0.163 0.187 -0.081
H 2.01419 3.60168 2.05265 0.221 -0.016 -0.090
H 0.94691 2.90568 3.24764 0.001 -0.158 0.168
H -0.38358 5.32657 0.04311 -0.131 0.121 0.258
H -0.55993 4.14581 -1.24245 -0.109 -0.088 -0.200
H 1.02322 4.52958 -0.62139 0.247 -0.024 -0.073
H -2.02103 4.54905 1.83707 0.189 0.224 -0.024
H -2.19834 2.98671 2.59500 -0.077 -0.160 0.189
H -2.72772 3.22546 0.93501 -0.156 -0.103 -0.168
```
Forces are in eV/Å.

Output
DFT total energy = -98308.9937 eV
largest force on an atom = 2.7 eV/A
relative energy (zero: lowest compared OMol25 entry of this formula, charge and spin) = 9.9 kcal/mol
gap between HOMO and LUMO = 5.862 eV
net charge = -2